Record 1
22
Properties=species:S:1:pos:R:3 method="wB97M-V/def2-TZVPD" e_homo_ev="-18.1 / -18.1" largest_force_ev_per_a=2.108 homo_lumo_gap_ev="10.2434 / 5.4218" e_tot_ev=-12348.6367 charge=+2 multiplicity=2
C -1.606 1.232 0.241
C -0.786 -0.544 1.737
N -0.004 0.317 2.379
N -1.614 -0.108 0.785
N -0.962 -1.781 2.182
H 0.542 1.003 1.877
H 0.385 0.182 3.300
H -2.059 -0.758 0.155
H -1.405 -2.445 1.558
H -0.367 -2.258 2.847
H -2.184 1.983 0.789
H -1.990 1.229 -0.774
H -0.641 1.748 0.200
C 0.671 -0.006 -2.753
C 1.268 -0.130 -1.385
O 0.717 -0.949 -0.582
N 2.480 0.287 -1.143
H 2.822 0.288 -0.187
H 3.006 0.914 -1.740
H 0.212 0.932 -3.051
H 0.070 -0.900 -2.953
H 1.443 -0.237 -3.479

---

Record 2
19
Properties=species:S:1:pos:R:3 method="wB97M-V/def2-TZVPD" e_homo_ev=-8.7 largest_force_ev_per_a=4.279 homo_lumo_gap_ev=9.3663 e_tot_ev=-7894.2776 smiles=CCCNC.O
C -1.080 -0.929 -0.290
C 0.371 -1.127 -0.083
C 1.158 0.046 -0.669
N 2.646 -0.019 -0.498
C 3.133 0.334 0.877
H -1.424 -1.033 -1.343
H -1.608 0.114 0.024
H -1.717 -1.455 0.385
H 0.747 -2.053 -0.590
H 0.574 -1.295 0.996
H 0.913 0.925 0.071
H 0.947 0.435 -1.699
H 3.146 0.691 -1.184
H 3.331 -0.758 1.364
H 2.484 0.851 1.582
H 4.147 1.002 1.015
O -6.202 1.629 0.201
H -6.305 1.122 -0.574
H -5.259 1.517 0.413

---

Record 3
19
Properties=species:S:1:pos:R:3 method="wB97M-V/def2-TZVPD" e_homo_ev=-9.6 largest_force_ev_per_a=1.770 homo_lumo_gap_ev=10.5089 e_tot_ev=-7895.4793 smiles=CCOCC.N
C -0.280 -0.493 2.544
C 1.086 0.188 2.583
O 1.279 1.025 1.484
C 1.359 0.486 0.171
C 1.896 -0.955 0.122
H -0.979 0.187 2.065
H -0.393 -1.452 2.021
H -0.667 -0.799 3.521
H 1.960 -0.445 2.772
H 1.058 0.817 3.475
H 1.981 1.099 -0.483
H 0.342 0.585 -0.216
H 1.967 -1.200 -0.939
H 1.095 -1.576 0.516
H 2.841 -1.065 0.636
N -3.468 0.738 -5.212
H -3.260 0.576 -4.238
H -3.389 1.744 -5.353
H -4.428 0.539 -5.470

---

Record 4
19
Properties=species:S:1:pos:R:3 method="wB97M-V/def2-TZVPD" e_homo_ev=-9.2 largest_force_ev_per_a=5.334 homo_lumo_gap_ev=8.2727 e_tot_ev=-7891.4346
C -1.857 1.247 -0.746
C -0.508 0.813 -1.346
N 0.456 0.509 -0.326
C 1.283 -0.664 -0.639
C 1.360 -1.774 0.426
H -2.423 1.850 -1.434
H -2.362 0.319 -0.408
H -1.605 1.918 0.093
H -0.179 1.580 -2.061
H -0.782 -0.097 -1.956
H -0.709 -0.878 0.184
H 2.347 -0.365 -0.752
H 0.948 -1.154 -1.620
H 0.751 -2.623 0.140
H 0.851 -1.390 1.342
H 2.332 -2.117 0.752
H 0.151 -0.146 2.862
H -0.042 0.442 1.388
O -0.533 0.148 2.223

---

Record 5
19
Properties=species:S:1:pos:R:3 method="wB97M-V/def2-TZVPD" e_homo_ev=-9.0 largest_force_ev_per_a=2.037 homo_lumo_gap_ev=9.7959 e_tot_ev=-7895.8932 smiles=CCCCN.O
C -0.824 -0.008 1.307
C -0.523 -1.308 0.550
C 0.405 -1.126 -0.678
C -0.033 -0.025 -1.618
N -1.227 -0.419 -2.332
H -0.200 0.830 1.052
H -0.860 -0.218 2.363
H -1.866 0.287 1.135
H -0.022 -2.008 1.215
H -1.442 -1.798 0.239
H 1.391 -0.895 -0.258
H 0.517 -2.100 -1.155
H 0.776 0.047 -2.364
H 0.011 0.982 -1.196
H -1.873 0.261 -2.705
H -1.811 -1.002 -1.744
O 2.621 2.990 1.781
H 2.651 2.040 1.858
H 2.308 3.471 2.550

---

Record 6
19
Properties=species:S:1:pos:R:3 method="wB97M-V/def2-TZVPD" e_homo_ev=-8.3 largest_force_ev_per_a=6.959 homo_lumo_gap_ev=9.2709 e_tot_ev=-7894.6400 smiles=CCN(C)C.O
C 0.207 0.692 -1.876
C 0.853 -0.156 -0.716
N 0.053 -0.079 0.562
C 0.576 -1.157 1.421
C 0.052 1.294 1.106
H -0.619 0.233 -2.141
H -0.044 1.660 -1.526
H 1.062 0.823 -2.659
H 1.809 0.218 -0.386
H 0.848 -1.255 -0.923
H 1.639 -1.221 1.715
H 0.343 -2.027 0.816
H -0.147 -1.208 2.298
H 1.125 1.682 1.236
H -0.433 1.960 0.389
H -0.432 1.305 2.165
O -2.378 -0.791 -0.170
H -1.739 -0.416 -0.715
H -2.775 -1.556 -0.595

---

Record 7
19
Properties=species:S:1:pos:R:3 method="wB97M-V/def2-TZVPD" e_homo_ev=-9.1 largest_force_ev_per_a=6.784 homo_lumo_gap_ev=9.8790 e_tot_ev=-7894.6236 smiles=CCCCN.O
C 1.169 1.250 0.222
C -0.148 0.584 0.620
C -0.624 -0.536 -0.240
C -0.261 -0.362 -1.673
N -1.173 0.584 -2.360
H 1.138 2.185 0.551
H 1.551 1.002 -0.732
H 2.072 0.665 0.817
H -0.044 0.050 1.638
H -1.007 1.339 0.691
H -0.248 -1.432 0.226
H -1.728 -0.583 -0.388
H -0.495 -1.241 -2.290
H 0.811 -0.198 -1.867
H -0.785 1.442 -2.746
H -1.911 0.808 -1.775
O 0.633 -2.094 3.336
H 0.285 -1.220 3.538
H 0.764 -2.244 2.432

---

Record 8
20
Properties=species:S:1:pos:R:3 method="wB97M-V/def2-TZVPD" e_homo_ev=-9.0 largest_force_ev_per_a=2.033 homo_lumo_gap_ev=9.8616 e_tot_ev=-9942.7806 smiles="C/C=C/CN.O.O"
C -2.503 1.974 -0.189
C -1.568 0.820 -0.412
C -0.419 0.818 -1.111
C 0.622 -0.228 -0.862
N 1.877 0.395 -0.401
H -3.093 1.837 0.715
H -3.154 2.114 -1.052
H -1.888 2.848 0.024
H -1.882 -0.159 -0.042
H -0.365 1.597 -1.869
H 0.952 -0.764 -1.763
H 0.171 -1.002 -0.242
H 1.742 1.069 0.344
H 2.374 0.849 -1.145
O -0.539 -2.197 1.818
H -0.250 -3.048 1.459
H 0.310 -1.745 1.871
O 2.645 -2.107 0.850
H 2.204 -1.423 0.309
H 2.764 -1.650 1.696